C2H6N2O | ωB97M-V/def2-TZVPD

Summary:
HOMO energy (alpha / beta): -5.97 / -10.02 eV
<S²>: 2.0196
Total charge: 0
Multiplicity: 3
Energy above the lowest of the compared OMol25 structures with the same formula, charge and spin: 89.8 kJ/mol
E: -264.33959 Ha

```
11
Properties=species:S:1:pos:R:3:lowdin_charge:R:1
O 2.688 0.181 0.263 0.056
N -0.941 1.257 0.088 0.015
N 0.454 0.197 -0.098 -0.113
C 0.313 -1.195 0.120 -0.061
C 1.676 0.809 -0.012 -0.326
H -0.890 1.702 -0.831 0.005
H 0.064 -1.375 1.145 0.102
H -1.696 0.558 -0.050 0.006
H 1.199 -1.608 -0.157 0.050
H 1.534 1.953 -0.211 0.153
H -0.641 -1.385 -0.456 0.112
```

---

C2H6N2O2 | ωB97M-V/def2-TZVPD

Summary:
HOMO energy: -9.50 eV
Total charge: 0
Energy above the lowest of the compared OMol25 structures with the same formula, charge and spin: 182.2 kJ/mol
E: -339.76324 Ha

```
12
Properties=species:S:1:pos:R:3:lowdin_charge:R:1
O -1.084 -0.256 -1.346 -0.065
O -1.306 -1.215 0.597 -0.047
N 1.333 -0.570 1.233 0.138
N 1.215 1.236 -0.197 0.125
C 0.675 0.143 0.421 -0.477
C -0.818 -0.033 0.144 -0.365
H -1.406 0.868 0.379 0.154
H -1.806 -1.382 -0.366 0.190
H 2.131 1.516 0.113 0.102
H 0.760 -1.314 1.624 0.048
H -0.353 -0.752 -1.748 0.101
H 0.661 1.758 -0.854 0.095
```

---

C2H6N2O2 | ωB97M-V/def2-TZVPD

Summary:
HOMO energy: -9.99 eV
Total charge: 0
Energy above the lowest of the compared OMol25 structures with the same formula, charge and spin: 572.6 kJ/mol
E: -339.61458 Ha

```
12
Properties=species:S:1:pos:R:3:lowdin_charge:R:1
O 0.724 0.237 -0.221 -0.051
O 0.312 -1.762 0.750 0.036
N -0.208 -0.780 0.309 -0.331
N -1.404 -0.548 0.332 0.065
C -1.995 0.783 -0.038 -0.045
C 1.957 -0.220 -0.203 -0.164
H -2.262 1.452 0.761 0.067
H -2.911 0.450 -0.603 0.096
H 2.550 0.618 0.071 0.087
H 2.310 -0.464 -1.146 0.070
H 2.139 -1.056 0.536 0.122
H -1.212 1.290 -0.547 0.049
```

---

C2H6N2O2 | ωB97M-V/def2-TZVPD

Summary:
HOMO energy: -10.15 eV
Total charge: 0
Energy above the lowest of the compared OMol25 structures with the same formula, charge and spin: 107.7 kJ/mol
E: -339.79162 Ha

```
12
Properties=species:S:1:pos:R:3:lowdin_charge:R:1
O -1.060 -0.090 0.061 0.056
O -0.142 -2.100 0.410 0.096
N -2.397 -1.949 -0.130 0.108
N 1.584 0.929 -0.073 0.035
C -1.099 -1.438 0.116 -0.637
C 2.108 2.080 -0.038 -0.082
H -0.121 0.221 0.060 0.045
H -3.060 -1.515 0.506 0.088
H 2.305 0.241 0.136 0.068
H 1.457 2.940 -0.176 0.068
H -2.731 -1.612 -1.026 0.084
H 3.157 2.293 0.154 0.071
```

---

C2H6N2O2 | ωB97M-V/def2-TZVPD

Summary:
HOMO energy: -9.87 eV
Total charge: 0
Energy above the lowest of the compared OMol25 structures with the same formula, charge and spin: 554.9 kJ/mol
E: -339.62129 Ha

```
12
Properties=species:S:1:pos:R:3:lowdin_charge:R:1
O 2.284 -0.415 0.626 0.011
O -1.526 -1.197 -0.925 -0.022
N 0.634 0.683 -0.509 0.082
N 1.151 0.108 0.503 -0.395
C -1.185 -0.172 -1.473 -0.213
C 0.177 -0.103 1.505 -0.014
H -0.562 -0.180 -2.293 0.053
H -1.440 0.791 -1.234 0.051
H -0.723 -0.642 1.089 0.103
H -0.502 0.796 1.772 0.143
H 1.233 0.877 -1.407 0.154
H 0.459 -0.547 2.347 0.045
```

---

C2H6N2O2 | ωB97M-V/def2-TZVPD

Summary:
HOMO energy: -9.33 eV
Total charge: 0
Energy above the lowest of the compared OMol25 structures with the same formula, charge and spin: 190.5 kJ/mol
E: -339.76010 Ha

```
12
Properties=species:S:1:pos:R:3:lowdin_charge:R:1
O -0.433 -1.260 -1.156 0.081
O 1.096 0.364 -1.042 0.027
N -0.678 2.254 -0.158 0.035
N -1.132 1.188 0.253 0.001
C 0.475 -0.520 -0.501 -0.641
C 0.704 -1.022 0.896 -0.007
H -2.028 1.339 0.746 0.075
H -0.531 -0.942 -2.066 0.128
H 0.221 2.066 -0.649 0.045
H 1.129 -0.235 1.510 0.085
H 1.407 -1.853 0.849 0.090
H -0.230 -1.380 1.317 0.081
```

---

C2H6N2O2 | ωB97M-V/def2-TZVPD

Summary:
HOMO energy: -9.45 eV
Total charge: 0
Energy above the lowest of the compared OMol25 structures with the same formula, charge and spin: 422.0 kJ/mol
E: -339.67194 Ha

```
12
Properties=species:S:1:pos:R:3:lowdin_charge:R:1
O -2.240 -0.010 -1.749 0.017
O -2.857 0.048 0.320 0.012
N 0.458 0.237 -1.340 0.050
N -2.020 0.193 -0.570 -0.347
C -0.309 0.491 -0.221 -0.290
C 0.070 -0.352 1.003 -0.023
H 0.770 0.999 -1.938 0.103
H 0.658 -0.755 -1.564 0.120
H 0.220 -1.440 0.769 0.112
H 0.897 0.078 1.389 0.043
H -0.420 1.628 -0.219 0.166
H -0.808 -0.408 1.539 0.037
```

---

C2H6N2O2 | ωB97M-V/def2-TZVPD

Summary:
HOMO energy: -8.88 eV
Total charge: 0
Energy above the lowest of the compared OMol25 structures with the same formula, charge and spin: 549.2 kJ/mol
E: -339.62348 Ha

```
12
Properties=species:S:1:pos:R:3:lowdin_charge:R:1
O 0.185 -0.008 -1.374 -0.157
O -0.543 0.611 2.079 0.005
N 1.497 -0.221 0.551 0.089
N -1.096 0.173 -1.973 0.035
C -0.877 0.434 0.820 -0.101
C 0.185 -0.162 0.016 -0.505
H 2.077 -0.890 0.060 0.095
H 1.942 0.689 0.492 0.104
H -1.608 0.816 -1.365 0.058
H -1.575 -0.727 -1.910 0.082
H -0.577 -1.065 0.328 0.194
H 0.388 0.349 2.275 0.102
```

---

C2H6N2O2 | ωB97M-V/def2-TZVPD

Summary:
HOMO energy (alpha / beta): -8.73 / -8.73 eV
Total charge: 0
Energy above the lowest of the compared OMol25 structures with the same formula, charge and spin: 614.9 kJ/mol
E: -339.59845 Ha

```
12
Properties=species:S:1:pos:R:3:lowdin_charge:R:1
O -1.730 -0.926 -0.262 -0.142
O 1.252 0.973 0.004 -0.016
N 0.582 -0.055 -0.013 -0.270
N -0.699 0.000 -0.030 -0.186
C 1.331 -1.325 0.031 0.044
C -1.266 1.354 -0.054 0.006
H 1.631 -1.552 1.109 0.126
H -1.479 1.708 -1.052 0.103
H -0.676 2.057 0.550 0.094
H -2.189 1.226 0.441 0.074
H 2.308 -1.205 -0.431 0.093
H 0.935 -2.255 -0.294 0.074
```

---

C2H6N2O2S | ωB97M-V/def2-TZVPD

Summary:
HOMO energy: -8.35 eV
Total charge: 0
Energy above the lowest of the compared OMol25 structures with the same formula, charge and spin: 601.4 kJ/mol
E: -737.77401 Ha

```
13
Properties=species:S:1:pos:R:3:lowdin_charge:R:1
S -0.581 -0.081 0.082 0.824
O -0.911 0.359 -1.241 -0.439
O 1.852 -0.555 -0.828 -0.085
N -1.376 -1.607 0.111 -0.153
N -1.552 1.047 1.105 -0.141
C 2.409 0.699 -0.637 -0.233
C 1.735 -0.012 0.373 -0.145
H -1.699 -2.009 -0.752 0.050
H -1.220 -2.231 0.902 0.052
H 1.869 1.473 -1.128 0.092
H -1.714 0.616 1.964 -0.009
H 3.533 0.838 -0.538 0.132
H -2.346 1.462 0.587 0.056
```

---

C2H6N2O2S | ωB97M-V/def2-TZVPD

Summary:
HOMO energy (alpha / beta): -5.24 / -8.83 eV
<S²>: 2.0099
Total charge: 0
Multiplicity: 3
Energy above the lowest of the compared OMol25 structures with the same formula, charge and spin: 301.8 kJ/mol
E: -737.78164 Ha

```
13
Properties=species:S:1:pos:R:3:lowdin_charge:R:1
S 1.387 1.626 0.545 0.785
O -1.164 -1.396 0.413 -0.024
O -1.276 1.809 -0.256 -0.068
N 1.747 0.259 -0.654 -0.263
N 1.023 -0.898 -0.379 -0.097
C -0.360 0.989 0.464 -0.556
C -0.397 -0.443 -0.230 -0.412
H -0.784 0.991 1.409 0.078
H -0.689 -0.337 -1.254 0.132
H 2.729 0.155 -0.757 0.042
H -1.216 -2.179 -0.290 0.175
H -1.969 1.999 0.358 0.075
H 1.328 -1.499 0.409 0.133
```

---

C2H6N2O3 | ωB97M-V/def2-TZVPD

Summary:
HOMO energy: 0.00 eV
Total charge: -2
Energy above the lowest of the compared OMol25 structures with the same formula, charge and spin: 81.1 kJ/mol
E: -414.89509 Ha

```
13
Properties=species:S:1:pos:R:3:lowdin_charge:R:1
O -3.722 2.150 0.622 -0.181
O 6.119 -1.390 0.997 -0.297
O 6.075 -0.870 -1.098 -0.322
N 5.558 -1.557 -0.127 -0.381
N -2.072 0.720 -0.785 -0.102
C -1.574 -0.236 -0.072 -0.552
C -0.357 -0.731 0.078 -0.115
H 0.315 -0.654 -0.734 -0.001
H -3.275 1.770 -0.196 -0.032
H -3.276 1.583 1.230 -0.036
H -0.160 -1.280 0.889 -0.054
H -2.185 -0.519 0.753 0.056
H -1.446 1.014 -1.556 0.016
```

---

C2H6N2O3 | ωB97M-V/def2-TZVPD

Summary:
HOMO energy: -8.11 eV
Total charge: 0
Energy above the lowest of the compared OMol25 structures with the same formula, charge and spin: 993.9 kJ/mol
E: -414.71707 Ha

```
13
Properties=species:S:1:pos:R:3:lowdin_charge:R:1
O 0.819 1.484 -0.640 -0.244
O -2.206 0.042 0.195 0.055
O -0.451 -1.056 -0.665 -0.049
N -0.837 0.185 -0.029 -0.258
N -0.553 1.389 -0.708 -0.108
C 0.877 -1.188 -0.096 -0.179
C 0.890 -0.084 0.926 0.111
H 1.621 -1.015 -0.870 0.116
H 0.372 -0.277 1.861 0.096
H -0.818 1.240 -1.690 0.137
H -2.481 0.963 0.349 0.118
H 1.784 0.508 1.033 0.084
H 0.983 -2.190 0.334 0.120
```

---

C2H6N2O3 | ωB97M-V/def2-TZVPD

Summary:
HOMO energy: -10.10 eV
Total charge: 0
Energy above the lowest of the compared OMol25 structures with the same formula, charge and spin: 425.1 kJ/mol
E: -414.93369 Ha

```
13
Properties=species:S:1:pos:R:3:lowdin_charge:R:1
O 1.474 0.352 -0.908 -0.033
O -0.352 0.829 0.320 -0.120
O 3.412 0.826 -0.097 0.061
N 2.349 0.384 0.175 -0.034
N 0.151 -1.414 0.026 0.102
C -1.747 0.709 0.513 -0.085
C 0.178 -0.111 -0.549 -0.500
H -2.283 0.867 -0.429 0.092
H -0.365 -0.131 -1.512 0.162
H -2.014 1.486 1.225 0.091
H 0.646 -1.415 0.912 0.089
H -2.002 -0.275 0.914 0.084
H 0.553 -2.107 -0.591 0.090
```

---

C2H6N2O3 | ωB97M-V/def2-TZVPD

Summary:
HOMO energy: -9.56 eV
Total charge: 0
Energy above the lowest of the compared OMol25 structures with the same formula, charge and spin: 615.1 kJ/mol
E: -414.86132 Ha

```
13
Properties=species:S:1:pos:R:3:lowdin_charge:R:1
O 0.852 -0.813 -2.133 -0.003
O 1.186 0.654 -0.555 -0.061
O 2.280 0.728 -2.363 0.077
N -1.441 -0.569 -0.362 0.150
N 1.449 0.165 -1.731 -0.585
C -0.385 -0.409 0.402 -0.220
C -0.407 0.349 1.704 -0.050
H 0.442 -1.056 0.467 0.112
H -1.084 -0.978 -1.250 0.123
H -1.062 -0.162 2.370 0.071
H 0.670 0.292 2.202 0.132
H -1.947 0.353 -0.384 0.160
H -0.554 1.445 1.632 0.094
```

---

C2H6N2O3S | ωB97M-V/def2-TZVPD

Summary:
HOMO energy: -10.50 eV
Total charge: 0
Energy above the lowest of the compared OMol25 structures with the same formula, charge and spin: 573.9 kJ/mol
E: -813.00820 Ha

```
14
Properties=species:S:1:pos:R:3:lowdin_charge:R:1
S 0.977 0.417 -0.352 0.782
O 4.368 0.149 0.748 0.070
O 3.121 -0.764 -0.774 -0.021
O 1.018 0.829 -1.738 -0.360
N 2.231 0.664 0.616 -0.135
N 3.340 0.053 0.114 -0.517
C -0.457 1.478 0.381 -0.067
C 0.383 -1.228 -0.374 -0.188
H -0.492 2.359 -0.283 0.070
H -0.019 1.679 1.356 0.047
H -0.653 -1.140 -0.443 0.020
H 0.777 -1.943 -1.195 0.113
H -1.350 0.827 0.247 0.066
H 0.855 -1.820 0.523 0.118
```

---

C2H6N2O4 | ωB97M-V/def2-TZVPD

Summary:
HOMO energy (alpha / beta): -8.79 / -8.57 eV
Total charge: 0
Energy above the lowest of the compared OMol25 structures with the same formula, charge and spin: 812.8 kJ/mol
E: -490.02971 Ha

```
14
Properties=species:S:1:pos:R:3:lowdin_charge:R:1
O 0.775 -1.468 0.532 -0.038
O -0.905 -0.658 -1.316 -0.018
O 3.148 -0.773 -0.552 0.089
O 3.211 1.278 0.269 0.114
N 2.843 0.194 0.075 -0.272
N 0.549 -0.154 0.499 -0.012
C -1.638 0.725 0.590 -0.002
C -0.516 0.290 -0.375 -0.464
H 0.142 -2.099 0.098 0.134
H -1.870 -0.807 -1.241 0.106
H -2.012 1.692 0.318 0.077
H -0.077 1.140 -0.930 0.150
H -1.243 0.619 1.583 0.080
H -2.408 0.022 0.450 0.057
```

---

C2H6N2O4 | ωB97M-V/def2-TZVPD

Summary:
HOMO energy: -9.55 eV
Total charge: 0
Energy above the lowest of the compared OMol25 structures with the same formula, charge and spin: 817.2 kJ/mol
E: -490.02802 Ha

```
14
Properties=species:S:1:pos:R:3:lowdin_charge:R:1
O 0.572 -1.453 0.227 0.028
O -1.372 0.896 -0.782 -0.060
O 0.870 0.751 -1.184 -0.033
O 0.096 2.085 0.393 0.024
N 1.250 0.273 1.710 0.209
N 0.055 0.874 -0.272 -0.427
C -0.431 -1.702 -0.707 -0.047
C 0.672 -0.284 0.772 -0.322
H -0.217 -2.600 -1.215 0.092
H -1.507 -1.588 -0.295 0.140
H -0.328 -0.931 -1.394 0.041
H 1.698 -0.183 2.474 0.090
H 0.359 1.973 1.309 0.079
H -1.717 1.889 -1.036 0.186
```

---

C2H6N2OS | ωB97M-V/def2-TZVPD

Summary:
HOMO energy: -8.59 eV
Total charge: 0
Energy above the lowest of the compared OMol25 structures with the same formula, charge and spin: 510.4 kJ/mol
E: -662.57247 Ha

```
12
Properties=species:S:1:pos:R:3:lowdin_charge:R:1
S 1.955 1.170 0.096 0.753
O 0.537 -0.810 -1.336 -0.227
N -1.319 0.156 -0.540 -0.114
N -0.426 0.198 -1.583 -0.184
C -0.520 0.451 0.632 -0.291
C 0.856 -0.180 0.383 -0.493
H 3.153 0.412 -0.353 -0.037
H -1.750 -0.777 -0.351 0.124
H 1.136 -1.050 1.077 0.121
H -1.027 0.108 1.484 0.101
H -0.938 -0.072 -2.529 0.175
H -0.468 1.510 0.628 0.073
```

---

C2H6N2OS | ωB97M-V/def2-TZVPD

Summary:
HOMO energy: -9.31 eV
Total charge: 0
Energy above the lowest of the compared OMol25 structures with the same formula, charge and spin: 150.4 kJ/mol
E: -662.70960 Ha

```
12
Properties=species:S:1:pos:R:3:lowdin_charge:R:1
S -2.717 -0.449 -0.115 0.731
O 1.467 -1.274 0.080 -0.075
N -1.021 -0.622 -0.154 -0.410
N -0.630 1.698 -0.083 0.094
C -0.195 0.498 -0.007 -0.533
C 1.268 0.133 -0.037 -0.194
H 1.777 0.695 0.734 0.119
H 1.676 0.458 -0.998 0.130
H 0.194 2.348 0.001 0.066
H -2.872 -0.367 1.243 -0.134
H -0.608 -1.538 0.157 0.102
H 1.660 -1.580 -0.821 0.104
```